Record 1
An isolated molecule of C5H7N, computed with wB97M-V/def2-TZVPD.

Geometry as XYZ:
```
13
Properties=species:S:1:pos:R:3:forces:R:3:mulliken_charge:R:1
C -1.056 0.919 0.231 0.01 0.12 0.09 -0.6605
C -0.954 -0.539 -0.134 -0.13 -0.15 -0.03 -0.2752
C -0.279 0.511 -0.973 -0.16 0.23 -0.28 -0.0854
N 1.074 -0.063 -0.745 0.08 0.24 -0.11 -0.4802
C 1.413 -0.157 0.686 0.27 0.23 -0.06 -0.1728
C 0.468 -1.119 0.097 -0.02 -0.31 0.03 -0.1153
H -0.596 1.344 1.119 -0.12 -0.08 -0.15 0.1299
H -2.007 1.380 -0.026 0.09 -0.16 0.07 0.2471
H -1.814 -1.150 -0.385 0.16 0.10 0.12 0.3577
H -0.469 0.872 -1.977 -0.17 -0.06 0.18 0.3560
H 1.071 0.517 1.465 0.07 0.20 -0.35 0.1350
H 2.482 -0.336 0.691 -0.16 -0.57 0.56 0.2403
H 0.667 -2.178 -0.050 0.07 0.22 -0.08 0.3233
```
Forces are in eV/Å.

E_tot	-249.3342	Eh
HOMO	-8.83	eV
spin multiplicity	1
SMILES	C1[C@H]2[C@@H]1N1C[C@@H]21
lowest unoccupied orbital energy	1.22	eV
energy above the lowest of the compared OMol25 structures with the same formula, charge and spin	3.783	eV



Record 2
A structure of composition C24H38CuN3O2S4Sb in a non-equilibrium geometry, computed with wB97M-V/def2-TZVPD.

Geometry as XYZ:
```
73
Properties=species:S:1:pos:R:3:forces:R:3:mulliken_charge:R:1
Cu 1.205 0.227 0.507 -0.10 0.34 0.61 1.2110
S 4.292 0.213 3.717 0.05 -0.01 0.01 -0.8206
Sb 3.350 -1.472 2.434 -0.14 0.10 -0.16 0.1058
S 0.944 -0.917 2.397 0.37 -0.20 0.79 -0.6556
S 3.309 -0.617 0.122 0.01 0.01 0.02 -0.6093
N 0.463 -3.291 -3.221 0.23 0.01 0.02 -0.2364
C 0.580 -2.244 -4.088 0.05 0.08 0.18 0.3230
O 0.438 -2.376 -5.293 -0.04 0.03 -0.10 -0.7193
C 0.871 -0.915 -3.459 -0.10 -0.24 -0.14 0.0044
C 1.299 0.153 -4.233 0.13 0.13 -0.09 -0.5400
C 1.609 1.348 -3.609 -0.10 0.01 -0.03 -0.9782
C 1.431 1.462 -2.233 -0.10 -0.01 -0.11 -0.2458
N 0.995 0.444 -1.499 0.14 -0.03 -0.67 0.9329
C 0.746 -0.718 -2.100 -0.14 0.01 0.28 0.4173
H 0.448 -4.199 -3.657 -0.05 0.00 -0.01 0.2461
H 0.913 -3.247 -2.315 -0.08 -0.04 0.06 0.1899
H 1.388 0.020 -5.305 0.06 0.01 0.02 0.4609
H 1.985 2.193 -4.170 -0.05 0.02 -0.01 0.4321
H 1.615 2.390 -1.702 0.09 -0.04 0.01 0.1056
H 0.409 -1.508 -1.438 0.06 -0.01 0.03 -0.4542
C -3.273 -2.620 -1.526 -0.01 -0.01 0.01 -1.1789
C -3.004 -3.185 -0.133 0.06 0.03 -0.05 0.0103
C -1.695 -3.987 -0.076 -0.14 0.17 0.05 -1.1824
S -0.418 -3.014 0.842 -0.03 -0.73 -0.77 0.5811
O 0.849 -3.699 0.406 -0.22 0.26 0.05 -0.7432
C -0.880 -3.625 2.511 -0.02 0.24 0.17 -1.2236
C 0.206 -4.506 3.108 0.09 -0.10 -0.14 -0.0842
C 0.267 -5.902 2.491 -0.04 0.05 0.03 -1.1610
H -4.190 -2.027 -1.548 0.02 0.02 0.00 0.3808
H -3.368 -3.423 -2.262 0.02 0.01 0.01 0.4102
H -2.450 -1.975 -1.842 -0.02 -0.02 -0.01 0.0910
H -3.854 -3.791 0.190 0.02 -0.02 0.03 0.3778
H -2.931 -2.340 0.563 -0.09 -0.06 0.06 0.0265
H -1.261 -4.101 -1.071 -0.01 0.01 0.01 0.4038
H -1.813 -4.978 0.364 0.06 0.00 0.00 0.5174
H -1.842 -4.140 2.445 0.02 -0.02 -0.04 0.5945
H -0.988 -2.713 3.097 0.01 -0.02 0.03 0.3878
H 0.036 -4.579 4.186 -0.01 0.04 0.01 0.4778
H 1.165 -4.003 2.965 -0.01 0.03 0.03 -0.0094
H -0.670 -6.449 2.650 0.01 0.00 -0.01 0.2834
H 1.079 -6.483 2.934 -0.03 -0.01 0.01 0.3932
H 0.455 -5.823 1.421 0.00 -0.03 0.00 0.1955
C 0.297 6.359 -1.002 0.06 -0.06 0.04 -1.6510
C 0.837 5.168 -0.243 -0.01 -0.05 0.00 0.8591
C 2.115 5.204 0.296 0.02 -0.05 0.00 -0.9367
C 2.603 4.082 0.992 -0.03 0.06 -0.02 0.5374
C 4.008 4.061 1.541 -0.05 0.03 -0.04 -1.5146
C 1.796 2.983 1.170 0.03 -0.04 -0.11 -0.7002
C 0.468 2.900 0.647 -0.04 0.11 -0.12 0.3761
C 0.037 4.036 -0.095 0.07 0.02 -0.02 0.0810
N -0.197 1.744 0.854 0.00 -0.09 0.09 -0.2280
C -1.646 1.603 0.794 -0.01 0.18 -0.09 2.0685
C -2.051 0.616 1.898 0.01 -0.11 -0.03 -1.4482
C -2.440 2.902 1.071 -0.01 -0.08 0.01 -2.0516
C -2.104 1.015 -0.550 -0.04 0.02 -0.03 -0.9279
H 1.061 7.131 -1.107 -0.01 0.00 -0.02 0.3596
H -0.559 6.798 -0.482 -0.01 0.01 -0.03 0.2905
H -0.037 6.071 -2.003 -0.02 0.02 0.01 0.3220
H 2.735 6.088 0.180 0.00 -0.01 0.00 0.2298
H 4.393 5.076 1.675 0.00 -0.01 0.02 0.3842
H 4.673 3.530 0.856 0.01 0.00 0.02 0.2364
H 4.049 3.526 2.490 0.02 -0.02 -0.02 0.3441
H 2.184 2.137 1.732 -0.05 0.04 0.07 0.4403
H -0.918 4.022 -0.605 0.01 0.01 0.05 0.2107
H -1.753 1.006 2.872 0.01 -0.02 0.00 0.3414
H -1.542 -0.340 1.764 0.03 0.02 0.01 -0.2883
H -3.136 0.450 1.888 0.02 0.00 -0.01 0.5091
H -1.888 3.550 1.752 -0.03 0.00 0.01 0.3396
H -3.396 2.648 1.535 0.00 0.00 -0.02 0.5187
H -2.662 3.464 0.162 0.02 0.03 0.04 0.3513
H -1.642 0.035 -0.698 0.00 0.02 0.00 -0.5368
H -1.808 1.664 -1.379 0.01 -0.02 0.01 0.1880
H -3.193 0.887 -0.575 0.02 0.00 -0.02 0.5777
```
Forces are in eV/Å.

expectation value of S²	0.76
E_tot	-4725.6484	Eh
HOMO (alpha / beta)	-0.62 / -0.59	eV
total charge	-2
spin multiplicity	2
lowest unoccupied orbital energy (alpha / beta)	4.08 / 4.08	eV
energy above the lowest of the compared OMol25 structures with the same formula, charge and spin	0.918	eV



Record 3
A cluster of 2 separate species, C6H13NP in total in a non-equilibrium geometry, computed with wB97M-V/def2-TZVPD.

Geometry as XYZ:
```
21
Properties=species:S:1:pos:R:3:forces:R:3:mulliken_charge:R:1
C 0.442 -1.727 2.223 -0.47 -1.20 2.03 -0.1206
C -0.126 -0.784 0.039 -3.04 0.73 -4.02 1.5956
C 1.031 -0.010 0.513 1.48 1.90 -0.37 -0.6880
C -0.036 -1.898 -1.049 2.73 1.13 1.42 -1.4162
C -1.551 -0.200 0.323 1.72 0.95 -1.08 -1.4194
C 0.984 1.902 -2.268 -11.30 -2.32 -2.71 -1.3878
N 0.372 -0.964 1.248 5.16 -0.89 3.85 -0.0468
P 2.248 1.146 0.283 -0.10 -0.91 0.68 0.0690
H 1.190 -1.662 3.039 -0.57 0.21 -0.75 0.2793
H -0.387 -2.417 2.234 0.15 -0.68 0.50 0.3000
H -0.836 -1.554 -1.575 -2.04 -0.06 -2.52 0.4985
H -0.207 -2.847 -0.601 -0.40 -0.83 0.28 0.3752
H 0.925 -1.948 -1.645 -1.16 0.42 0.82 0.3218
H -1.639 0.776 -0.141 -0.33 0.01 -0.17 0.2967
H -1.612 -0.090 1.384 -0.51 0.21 0.55 0.4371
H -2.246 -0.891 -0.048 -1.28 -0.77 -0.42 0.4707
H 1.834 2.238 -2.396 8.28 3.07 -0.55 0.4147
H 0.735 0.904 -2.604 0.89 -0.65 0.04 0.3349
H 0.338 2.064 -1.459 0.17 0.51 1.98 0.2967
H 3.096 1.028 1.478 -1.02 -0.36 -0.33 0.0601
H 0.255 2.435 -3.022 1.62 -0.48 0.77 0.3287
```
Forces are in eV/Å.

E_tot	-632.0525	Eh
HOMO	-14.08	eV
total charge	+1
spin multiplicity	1
lowest unoccupied orbital energy	-5.71	eV
energy above the lowest of the compared OMol25 structures with the same formula, charge and spin	4.494	eV



Record 4
A structure of composition C7H15AsCl12F6NiO9P2Y2 in a non-equilibrium geometry, computed with wB97M-V/def2-TZVPD.

Geometry as XYZ:
```
55
Properties=species:S:1:pos:R:3:forces:R:3:mulliken_charge:R:1
Y 1.288 2.224 2.433 -0.44 -2.45 2.06 1.3190
Y -2.757 2.066 1.930 3.33 0.88 0.04 1.2666
Ni 0.923 -1.259 3.048 1.00 2.61 -0.19 0.3818
C 3.850 0.214 3.728 -1.14 0.11 -0.70 -0.8662
O 2.621 0.122 2.982 -0.38 0.21 0.41 -0.4658
H 4.619 -0.396 3.253 0.16 -0.12 0.21 0.2422
H 3.752 0.006 4.794 -0.19 -0.56 0.04 0.3253
H 4.188 1.250 3.736 0.28 0.33 -0.29 0.1699
P -0.685 0.575 4.142 5.04 1.26 -2.71 0.7592
O -0.092 -0.819 4.588 -2.19 0.37 2.51 -0.7817
O 0.155 1.867 4.397 -1.21 -0.23 3.99 -0.6577
O -2.060 0.801 3.546 -3.69 0.12 2.33 -0.6954
O -0.018 0.473 2.763 2.39 -2.57 -5.51 1.0719
P -0.464 4.113 1.428 -0.18 -0.72 1.52 0.4523
O -1.990 3.896 1.091 -4.01 3.98 -4.77 -0.7135
O 0.637 3.314 0.712 1.09 1.35 -3.26 -0.5543
O -0.833 2.959 2.365 -4.37 -12.76 3.54 -0.2050
O 0.106 4.271 2.865 4.91 8.75 1.50 -0.4063
As -0.142 -0.094 -0.379 0.39 -0.43 -0.35 1.6968
F -1.469 -1.020 -1.134 1.55 0.84 0.84 -0.3772
F 0.056 -1.393 0.932 -0.62 1.26 -1.82 -0.4615
F 1.223 0.764 0.458 -1.35 -0.69 -0.90 -0.5522
F -0.311 1.230 -1.576 0.24 -1.51 1.31 -0.4663
F -1.445 0.761 0.577 1.20 -0.47 -0.67 0.0770
F 1.064 -0.914 -1.369 -1.08 0.69 0.75 -0.4783
C 1.250 -0.381 -4.573 -0.01 0.10 0.14 0.3439
Cl 2.337 0.301 -5.793 0.08 -0.02 0.26 -0.1807
Cl -0.026 -1.313 -5.357 -0.34 -0.15 -0.05 -0.1717
H 1.781 -1.063 -3.910 0.11 0.30 -0.18 0.0829
H 0.789 0.432 -4.012 0.14 -0.13 -0.11 -0.0765
C -3.658 -2.744 0.554 -0.79 0.04 0.59 -0.1628
Cl -3.494 -1.066 1.216 -0.24 -0.88 0.08 -0.0983
Cl -4.505 -3.819 1.724 0.46 0.42 -0.37 -0.1648
H -4.333 -2.669 -0.299 0.54 -0.04 -0.02 0.3112
H -2.659 -3.141 0.373 -0.25 0.23 -0.13 0.0581
C -0.137 -3.644 -2.791 1.22 0.24 0.01 0.1446
Cl -0.341 -5.168 -3.676 -0.32 0.48 0.05 -0.1738
Cl 0.186 -3.971 -1.061 -0.45 0.09 -0.21 -0.1292
H 0.779 -3.176 -3.151 -0.07 -0.27 -0.03 0.0128
H -0.907 -2.888 -2.944 -0.42 -0.66 0.27 0.0991
C -3.568 1.625 -2.663 -0.91 0.21 -0.14 -0.3034
Cl -3.649 2.022 -0.900 -0.22 0.60 -0.57 -0.1229
Cl -3.842 -0.078 -2.852 0.31 -0.60 -0.37 -0.1133
H -4.441 2.088 -3.122 0.23 0.29 0.32 0.3847
H -2.664 2.009 -3.134 0.18 -0.35 0.52 0.1674
C 0.324 4.523 -2.279 0.60 -0.57 -0.04 0.2333
Cl 0.102 4.136 -4.006 -0.46 -0.02 0.13 -0.2022
Cl 1.489 5.841 -2.138 -0.07 0.17 0.25 -0.1769
H -0.606 4.782 -1.772 0.07 0.03 -0.38 0.1613
H 0.771 3.632 -1.838 -0.21 0.27 0.13 -0.0957
C 3.312 -4.391 1.402 0.00 -0.49 -0.21 -0.3432
Cl 2.408 -2.873 1.583 0.04 0.01 -0.09 0.0045
Cl 5.041 -4.121 1.669 -0.38 -0.22 -0.03 -0.1430
H 2.920 -5.168 2.059 0.19 0.40 0.26 0.3171
H 3.128 -4.725 0.381 0.26 0.26 0.04 0.2569
```
Forces are in eV/Å.

expectation value of S²	2.01
E_tot	-11578.0887	Eh
HOMO (alpha / beta)	-6.93 / -6.93	eV
spin multiplicity	3
lowest unoccupied orbital energy (alpha / beta)	-1.45 / -1.45	eV
energy above the lowest of the compared OMol25 structures with the same formula, charge and spin	2.888	eV



Record 5
A cluster of 3 separate species, C24H33FO4 in total, computed with wB97M-V/def2-TZVPD.

Geometry as XYZ:
```
62
Properties=species:S:1:pos:R:3:forces:R:3:mulliken_charge:R:1
C 2.667 -0.369 1.062 0.08 0.04 0.01 -1.2676
C 2.848 1.151 1.011 0.02 -0.05 0.16 -0.0038
C 1.696 1.920 1.686 0.13 -0.01 -0.03 -0.7380
C 1.199 3.173 0.955 0.00 0.00 0.07 -1.0650
C 0.902 2.979 -0.531 -0.29 -0.30 0.18 -0.7514
C -0.060 1.805 -0.768 0.23 0.18 0.08 0.3543
C -0.890 1.958 -2.030 -0.08 0.08 -0.20 -0.7680
C -1.790 0.748 -2.391 0.01 -0.10 -0.01 -1.5616
C -1.908 -0.290 -1.305 0.27 -0.18 -0.03 1.0067
C -1.050 -1.395 -1.366 -0.20 0.10 0.12 -0.4851
C -1.070 -2.347 -0.368 -0.16 0.19 -0.07 0.2014
F -0.235 -3.391 -0.449 0.12 -0.11 -0.02 -0.3912
C -1.928 -2.267 0.708 0.03 -0.02 0.12 -0.9567
C -2.800 -1.195 0.765 0.20 -0.09 -0.22 0.3136
C -2.798 -0.207 -0.229 0.00 0.03 0.05 0.2441
C -3.747 0.927 -0.087 -0.11 0.15 -0.07 0.6109
O -3.598 2.001 -0.638 -0.12 -0.21 0.07 -0.5658
C -4.926 0.708 0.799 0.11 -0.19 0.23 -0.7053
C -4.918 -0.235 1.742 -0.10 0.27 -0.19 -0.5971
C -3.744 -1.122 1.914 -0.13 0.12 0.21 0.3867
O -3.564 -1.740 2.941 -0.07 -0.11 -0.15 -0.5862
H 2.225 -0.672 2.014 -0.01 -0.04 0.00 0.3090
H 2.022 -0.726 0.257 -0.12 0.01 0.06 0.1941
H 3.619 -0.894 0.968 0.01 0.02 -0.06 0.4007
H 2.971 1.473 -0.022 0.06 -0.01 -0.05 -0.0047
H 3.782 1.399 1.518 0.03 0.09 -0.06 0.4926
H 2.032 2.230 2.678 -0.12 -0.06 0.08 0.4090
H 0.863 1.235 1.859 -0.08 -0.01 -0.11 0.3395
H 0.276 3.504 1.442 0.03 0.03 0.07 0.3547
H 1.923 3.981 1.091 0.05 0.01 -0.12 0.4627
H 1.830 2.797 -1.063 0.02 0.17 -0.21 0.1398
H 0.456 3.895 -0.925 0.07 0.06 -0.04 0.5450
H -0.724 1.712 0.098 -0.05 -0.06 -0.03 0.0925
H 0.528 0.883 -0.820 -0.07 -0.07 0.10 0.0018
H -0.222 2.143 -2.875 0.02 0.03 0.02 0.3946
H -1.523 2.840 -1.936 0.04 0.01 0.08 0.3883
H -1.379 0.243 -3.266 -0.01 -0.01 -0.02 0.4827
H -2.782 1.108 -2.659 0.02 0.00 -0.05 0.3800
H -0.361 -1.509 -2.192 0.02 0.01 -0.01 0.4196
H -1.922 -3.015 1.488 0.00 0.00 0.02 0.6933
H -5.748 1.404 0.698 0.06 0.08 -0.05 0.4391
H -5.734 -0.340 2.444 0.06 -0.08 0.08 0.4207
C 5.202 3.220 -3.516 -0.08 -0.06 0.05 -1.1063
C 4.904 3.964 -2.237 0.02 0.02 -0.02 0.7941
C 5.728 5.199 -1.964 -0.07 -0.01 0.09 -1.1704
O 4.048 3.591 -1.471 0.04 -0.01 0.01 -0.4752
H 4.548 2.355 -3.600 0.00 0.00 0.00 0.2721
H 5.051 3.877 -4.375 0.05 0.01 -0.01 0.3365
H 6.243 2.893 -3.525 0.02 0.04 -0.03 0.3349
H 5.596 5.922 -2.770 0.05 -0.01 -0.03 0.3467
H 6.787 4.938 -1.919 0.02 0.02 -0.05 0.3493
H 5.422 5.643 -1.021 0.00 0.00 0.00 0.2765
C -1.498 -7.064 1.580 -0.07 -0.13 -0.07 -0.9387
C -2.899 -7.351 2.069 0.03 0.06 0.02 0.8555
C -3.538 -6.288 2.932 -0.08 -0.10 -0.03 -0.9204
O -3.478 -8.371 1.782 -0.01 -0.02 0.00 -0.5506
H -1.147 -7.894 0.971 0.00 0.00 0.00 0.3170
H -1.495 -6.149 0.985 0.05 0.04 0.05 0.1521
H -0.826 -6.923 2.427 0.00 0.08 0.00 0.3226
H -3.587 -5.344 2.386 0.05 0.04 0.05 0.1382
H -2.939 -6.125 3.829 0.03 0.06 -0.02 0.3215
H -4.541 -6.596 3.215 0.00 0.00 0.00 0.3145
```
Forces are in eV/Å.

E_tot	-1335.1247	Eh
HOMO	-9.53	eV
spin multiplicity	1
SMILES	CCCCCCCCc1cc(F)cc2c1C(=O)C=CC2=O.CC(C)=O.CC(C)=O
lowest unoccupied orbital energy	-1.21	eV
energy above the lowest of the compared OMol25 structures with the same formula, charge and spin	0.000	eV



Record 6
The ion C5H7O2SSi with charge -1 in a non-equilibrium geometry, computed with wB97M-V/def2-TZVPD.

Geometry as XYZ:
```
16
Properties=species:S:1:pos:R:3:forces:R:3:mulliken_charge:R:1
O 1.753 1.039 -0.980 -0.49 -0.53 1.28 -0.6467
C 1.139 0.095 -0.466 1.71 0.80 -2.38 0.5130
C -0.263 -0.028 -0.275 -0.10 2.76 -0.37 -0.5583
C -1.094 1.113 -0.304 2.15 -2.65 0.44 0.0239
C -2.442 1.126 0.036 -1.16 2.07 -0.25 -0.4225
C -3.511 0.273 0.229 -0.63 -1.48 0.35 -0.3512
S -3.721 -1.406 -0.044 0.46 0.95 0.12 -0.4459
O 1.885 -1.087 -0.271 -1.42 0.14 -0.09 -0.1730
Si 3.359 -1.218 0.418 -0.14 1.06 -0.89 0.3366
H -0.608 -0.992 -0.347 -1.16 -2.04 0.58 0.4353
H -0.535 2.051 -0.453 -0.58 -0.29 0.20 0.3029
H -2.769 2.156 0.153 -0.14 0.18 0.15 0.1556
H -4.421 0.749 0.681 0.89 -0.15 -0.58 0.2113
H 3.573 0.187 0.912 0.40 -0.74 0.48 -0.1084
H 4.477 -1.635 -0.461 0.05 0.31 -0.24 -0.1424
H 3.177 -2.425 1.173 0.15 -0.39 1.18 -0.1303
```
Forces are in eV/Å.

E_tot	-1032.9155	Eh
HOMO	-3.38	eV
total charge	-1
spin multiplicity	1
SMILES	[O-]/C(=C\C=C/C=S)O[SiH3]
lowest unoccupied orbital energy	3.11	eV
energy above the lowest of the compared OMol25 structures with the same formula, charge and spin	0.000	eV